47
Properties=species:S:1:pos:R:3 method="wB97M-V/def2-TZVPD" molar_mass_g_mol=720.383 charge=-1 e_homo_ev=-5.6 orbital_gap_ev=7.79 e_above_lowest_kj_mol=5.8 spin_multiplicity=1
In 1.52345 -0.14309 0.11273
C -0.79926 3.91431 -0.78285
C -0.25938 2.95096 -1.83334
O -0.46010 3.48542 -3.13536
P 1.51973 2.69212 -1.58040
O 2.06235 1.87157 -2.81910
O 2.23660 4.09576 -1.76566
O 1.83095 2.11826 -0.22910
P -1.03497 1.24404 -1.77360
O -2.06599 1.24142 -0.58035
O -1.68643 1.06824 -3.08872
O 0.12405 0.28244 -1.43335
H -0.34085 4.89553 -0.91210
H -0.61109 3.55300 0.22832
H -1.87582 4.01170 -0.92092
H -0.96668 2.80470 -3.61696
H 1.57288 1.03395 -2.90460
H 2.84984 4.27075 -1.04081
H -1.63811 1.31965 0.31640
S 3.97279 -0.17960 0.21684
C 4.21525 -1.90534 0.09119
C 5.58526 -2.31331 0.21069
N 6.69436 -2.60548 0.30328
C 3.26013 -2.84715 -0.10779
S 1.54495 -2.57760 -0.29792
C 3.64432 -4.22711 -0.18507
N 3.92951 -5.34093 -0.23220
Cl 1.91999 2.01877 4.26730
C 0.21501 1.74037 3.84140
C 0.03492 1.23924 2.41673
O -0.92183 1.68287 1.77711
O 0.87788 0.36679 2.03150
H -0.32706 2.67134 3.96343
H -0.17660 0.98946 4.52527
C -2.16811 -3.81369 1.71881
Sb -1.91524 -2.00339 0.58509
C -3.95427 -1.35790 0.77298
C -2.19939 -2.92496 -1.32912
H -3.05890 -4.35053 1.39123
H -2.25438 -3.58460 2.78106
H -1.28985 -4.44268 1.57209
H -4.63924 -2.17849 0.55863
H -4.12307 -0.53876 0.07518
H -4.13168 -0.99129 1.78470
H -3.08663 -3.55814 -1.31411
H -1.32130 -3.52521 -1.56728
H -2.30800 -2.15342 -2.09129

---

34
Properties=species:S:1:pos:R:3 method="wB97M-V/def2-TZVPD" molar_mass_g_mol=214.308 e_homo_ev=-8.4 orbital_gap_ev=9.19 smiles=CCc1ccc(O)cc1.Cc1ccccc1 e_above_lowest_kj_mol=64.4 spin_multiplicity=1
C 1.38858 -1.68419 3.60763
C 0.86864 -1.57920 2.17941
C 1.72915 -0.84141 1.17931
C 2.05845 0.48361 1.41013
C 2.76874 1.23941 0.47873
C 3.28317 0.57377 -0.62337
O 4.07124 1.18800 -1.55187
C 3.02069 -0.77160 -0.84936
C 2.28149 -1.48784 0.06815
H 1.50592 -0.66025 3.98078
H 2.36773 -2.16291 3.63402
H 0.69721 -2.14924 4.30695
H 0.60960 -2.55808 1.76954
H -0.06662 -1.01074 2.20942
H 1.71353 0.93905 2.32354
H 2.98193 2.28325 0.67389
H 4.28365 2.10099 -1.32744
H 3.53809 -1.17451 -1.70245
H 1.99387 -2.51960 -0.09815
C -4.80186 1.42366 -1.57751
C -3.38854 0.88418 -1.62010
C -2.34717 1.76094 -1.30859
C -1.08722 1.25967 -1.01462
C -0.81024 -0.09324 -1.22013
C -1.81234 -0.97551 -1.57486
C -3.09622 -0.45904 -1.80298
H -5.21457 1.44489 -2.58901
H -4.77906 2.42002 -1.21457
H -5.49574 0.85178 -0.96631
H -2.59390 2.78844 -1.09977
H -0.29656 1.88925 -0.65319
H 0.14344 -0.32608 -0.75588
H -1.68810 -1.95587 -2.02015
H -3.82695 -1.12161 -2.25120

---

21
Properties=species:S:1:pos:R:3 method="wB97M-V/def2-TZVPD" molar_mass_g_mol=117.172 charge=+1 e_homo_ev=-13.8 orbital_gap_ev=5.85 e_above_lowest_kj_mol=563.1 spin_multiplicity=1
N 0.08908 2.39380 -0.60151
C 1.80936 0.27279 0.64794
C 2.13562 1.02738 -0.57508
C 0.30500 -0.10554 0.72544
N -0.18039 -0.85888 -0.32799
C -1.13003 -1.92963 0.03011
C -2.52940 -1.44362 0.30254
O -0.24402 -0.07968 1.78769
H 0.11856 3.36453 -0.27401
H -0.28838 2.47508 -1.54969
H 0.99227 1.87330 -0.64226
H 2.37201 -0.66238 0.72448
H 2.95423 1.72590 -0.44769
H 2.10801 0.85863 1.51864
H 2.23811 0.36657 -1.43383
H 0.01888 -0.37312 -1.18698
H -0.72635 -2.36253 0.93660
H -1.11369 -2.59871 -0.81998
H -2.98767 -0.75983 -0.42449
H -3.26072 -2.25468 0.35548
H -2.68050 -0.92937 1.25458

---

14
Properties=species:S:1:pos:R:3 method="wB97M-V/def2-TZVPD" molar_mass_g_mol=97.121 e_homo_ev=-7.3 orbital_gap_ev=8.31 smiles=Nc1c[nH]c(N)c1 e_above_lowest_kj_mol=118.8 spin_multiplicity=1
N -0.36500 2.28492 -1.02184
C -0.18006 1.13785 -0.21082
C -1.29337 0.44999 0.22586
N -0.83784 -0.75623 0.72950
C 0.51055 -0.86488 0.60296
N 0.92125 -2.23193 0.57898
C 0.98879 0.39140 0.16245
H -1.04649 2.00715 -1.72106
H 0.44439 2.61749 -1.53029
H -2.21660 0.89862 0.58350
H -1.38454 -1.60126 0.73811
H 0.62884 -2.62758 -0.30966
H 1.86545 -2.53628 0.78554
H 1.96463 0.83074 0.38677

---

57
Properties=species:S:1:pos:R:3 method="wB97M-V/def2-TZVPD" molar_mass_g_mol=661.287 e_homo_ev=-7.3 orbital_gap_ev=7.30 e_above_lowest_kj_mol=0.0 spin_multiplicity=1
Ca -0.33614 0.00466 0.05648
Br 6.64589 -5.56274 3.23229
C 5.94138 -4.04867 4.12288
C 6.80617 -3.07784 4.60409
C 6.28304 -1.97455 5.26154
C 4.90878 -1.83732 5.38688
C 4.04665 -2.82491 4.92195
C 4.56973 -3.93926 4.29116
N 4.43215 -0.70357 6.15515
N 3.59129 0.06673 5.68899
C 3.19415 -0.01685 4.31179
C 4.08147 -0.03754 3.26601
C 3.63214 -0.04559 1.94062
C 2.27692 -0.06295 1.61539
O 1.85066 -0.13350 0.39802
C 1.34005 -0.00520 2.72162
N 0.00735 -0.01822 2.43464
C -0.86424 0.03331 3.41167
C -0.49688 0.10823 4.76780
C 0.83110 0.10969 5.08643
C 1.79848 0.04301 4.05557
H 7.87389 -3.18999 4.48058
H 6.93601 -1.21794 5.67479
H 2.97704 -2.72675 5.04589
H 3.91713 -4.72021 3.92559
H 5.14861 -0.05314 3.45066
H 4.34690 -0.06804 1.12827
H -1.91043 0.01619 3.12090
H -1.26309 0.16030 5.52795
H 1.16321 0.16587 6.11440
N 0.27289 6.62502 0.03384
C 0.13258 5.27262 -0.02200
C 1.23773 4.43273 -0.21128
C 1.04493 3.06943 -0.22991
N -0.14895 2.48437 -0.08421
C -1.20343 3.28845 0.09489
C -1.11761 4.66176 0.13644
H 1.14152 7.04664 -0.23884
H -0.54038 7.21202 0.01055
H 2.23424 4.83566 -0.33301
H 1.88609 2.39488 -0.35254
H -2.16073 2.78698 0.19414
H -2.01224 5.25089 0.28693
C -0.78461 -4.60525 -0.44110
As 0.28445 -3.02126 -0.04638
C 1.00559 -3.53173 1.69660
C 1.87644 -3.40503 -1.10882
H -0.19112 -5.50952 -0.30328
H -1.13918 -4.55594 -1.46960
H -1.65195 -4.63227 0.21655
H 1.40641 -4.54491 1.64533
H 0.22242 -3.48644 2.45301
H 1.80090 -2.83740 1.96757
H 2.30821 -4.36283 -0.81745
H 2.59524 -2.60444 -0.94027
H 1.61787 -3.43646 -2.16695
Br -3.01183 -0.19110 -0.23940

---

10
Properties=species:S:1:pos:R:3 method="wB97M-V/def2-TZVPD" molar_mass_g_mol=97.057 e_homo_ev="-7.9 / -8.3" orbital_gap_ev="6.76 / 7.86" e_above_lowest_kj_mol=293.7 spin_multiplicity=1
C -0.05350 0.73869 0.37118
C -0.46676 -0.52949 -0.20023
C 1.16857 1.17566 0.50627
C -0.08203 -1.71972 0.04981
N 2.24855 1.55439 0.98833
P -1.81741 -0.58336 -1.65096
H -0.85828 1.42385 0.36488
H -0.02220 -2.77043 -0.15336
H 2.64335 2.24645 0.39249
H -2.81945 -1.33714 -0.83552

---

33
Properties=species:S:1:pos:R:3 method="wB97M-V/def2-TZVPD" molar_mass_g_mol=459.730 e_homo_ev="-7.0 / -8.4" orbital_gap_ev="7.24 / 7.32" e_above_lowest_kj_mol=9.6 spin_multiplicity=3
Pd 0.04164 0.49427 0.24968
C -3.24902 -2.42414 -0.63601
C -2.71926 -3.59698 -0.11591
C -1.50947 -3.55735 0.54899
C -0.84491 -2.34164 0.70018
N -1.37137 -1.22003 0.18704
C -2.52889 -1.25884 -0.46846
C 0.46730 -2.19331 1.37447
C 1.02591 -3.21985 2.13470
C 2.26989 -3.05523 2.72218
C 2.96139 -1.86286 2.54972
C 2.39884 -0.83451 1.80261
C 1.14945 -0.98148 1.22002
H -4.18791 -2.41553 -1.17071
H -3.23962 -4.53774 -0.24016
H -1.06975 -4.46618 0.93198
H -2.87706 -0.32149 -0.88286
H 0.49006 -4.14917 2.28371
H 2.69991 -3.85298 3.31362
H 3.93772 -1.73306 3.00049
H 2.94884 0.09214 1.67763
S 1.11899 2.65181 0.85617
C 0.62985 3.63144 -0.42333
N 0.96638 3.45237 -1.68945
C 0.17063 4.19028 -2.66636
C -0.21234 5.48342 -1.96361
S -0.42507 4.99775 -0.22013
H 1.30741 2.52716 -1.95138
H -0.70723 3.59306 -2.92604
H 0.75625 4.37428 -3.56495
H -1.13878 5.90872 -2.33948
H 0.58191 6.22600 -2.01805
Br 0.15829 0.39966 -2.27632

---

24
Properties=species:S:1:pos:R:3 method="wB97M-V/def2-TZVPD" molar_mass_g_mol=190.202 e_homo_ev="-6.3 / -9.3" orbital_gap_ev="7.03 / 7.16" e_above_lowest_kj_mol=140.6 spin_multiplicity=3
C 0.93082 -0.41952 3.67339
C 0.44767 -1.24247 2.69049
C 0.86921 0.96883 3.53482
C -0.11184 -0.67638 1.55290
C 0.55932 1.53431 2.28635
C 0.01472 0.68559 1.31596
C -0.62645 -1.63275 -3.36590
C -0.36998 -0.67461 -4.37996
C -0.09107 -0.21930 -1.58693
C -0.70490 1.26212 0.08837
N -0.36912 -1.42421 -2.15623
N -0.01308 0.51049 -4.18585
O 0.11948 1.03136 -2.97494
O -1.08910 0.31756 -0.84806
H 1.29230 -0.98157 4.65380
H 0.54459 -2.23328 2.91774
H 1.15023 1.69955 4.24450
H -0.70973 -1.08054 0.76020
H 0.52469 2.51825 2.02876
H -0.92191 -2.59496 -3.51362
H -0.41192 -0.86028 -5.39125
H 0.83078 -0.23538 -1.16568
H -1.69333 1.82201 0.31459
H -0.17139 1.92518 -0.49343